<w>
25
Properties=species:S:1:pos:R:3:nbo_charge:R:1 method="wB97M-V/def2-TZVPD" spin_multiplicity=1 charge=+1
C -0.4634 -0.1089 -0.4370 -0.0407
C 2.4130 1.3032 0.8115 -0.2113
C 0.8252 -0.6545 0.2301 -0.4334
H 1.8763 3.2179 0.2526 0.3849
C -0.9051 -0.6640 -1.6971 -0.6828
N 1.4767 2.3939 0.6764 -0.8907
H -0.3218 1.0213 -0.3480 0.2591
H 3.4433 1.5234 0.5090 0.2054
C 1.9866 0.1762 -0.2584 -0.4301
N -1.5652 -0.0935 0.6998 -0.7016
H 2.0197 0.6310 -1.2656 0.2274
H 2.9064 -0.3904 -0.3544 0.2263
H -0.4023 -0.3356 -2.6408 0.2845
H -2.7586 -2.8131 -0.2695 0.4862
H -1.5372 0.6237 1.4305 0.4356
H 2.4911 0.8650 1.8015 0.1924
H 0.8676 -1.7398 0.1372 0.2291
H -1.4689 -1.0381 1.0795 0.4457
H 0.9499 2.7535 1.4591 0.3738
H -1.0637 -1.7689 -1.7429 0.2238
H -2.5602 -0.1003 0.4801 0.4414
H -3.9133 -1.8551 -0.2379 0.4853
H -1.9325 -0.3678 -2.0001 0.2380
O -3.2054 -2.1943 0.3272 -0.9613
H 0.8418 -0.3847 1.3572 0.2130

<x>
25
Properties=species:S:1:pos:R:3:nbo_charge:R:1 method="wB97M-V/def2-TZVPD" spin_multiplicity=1 charge=+1
C -1.3631 0.5893 -0.7520 -0.2474
H -1.0708 0.6142 1.9670 0.1869
H 0.6173 -0.5506 -2.1166 0.4492
H 0.5363 -2.6111 1.7995 0.5104
H 0.1450 -0.0739 0.8033 0.2405
C 2.6659 0.9713 0.0726 -0.6047
H -1.8929 -0.3094 -1.0533 0.1613
O 0.7229 -2.7223 0.8744 -0.9972
H -0.2327 -1.6589 -1.2553 0.4283
H 3.1451 -0.0009 -0.0344 0.1949
H 1.5008 1.0486 -1.7864 0.1887
H -2.5343 -0.5340 1.6057 0.1731
H 1.0218 2.3010 -0.5510 0.2558
H -2.6891 1.1032 2.1777 0.2286
N 0.5050 -1.0396 -1.1336 -0.7332
C -2.0583 0.5450 1.5160 -0.4425
N -2.1424 1.2636 0.2516 -0.5998
H 2.3261 1.1074 1.0797 0.2225
H -3.1354 1.3317 -0.0133 0.3842
H 3.3131 1.5921 -0.4515 0.2395
H 1.3170 -1.3967 -0.4659 0.5129
H 1.1160 -3.5922 0.6145 0.5141
C 1.2788 1.1500 -0.7381 -0.4246
C 0.0797 0.1888 -0.3406 -0.0632
H -1.4222 1.1738 -1.6883 0.2217

Most stable to least stable, the ends of the list are <w> and <x>.